1.
# C15H36AsCl4F6N4O5

A molecular structure, C15H36AsCl4F6N4O5 at a distorted geometry (ωB97M-V/def2-TZVPD, the OMol25 dataset).

Last column: Löwdin charge in e.
Positions of all 71 atoms, in Å:
As  16.94154  14.10889  6.18020  1.03
F  18.35854  13.58592  5.15533  -0.28
F  17.21793  12.69659  7.36695  -0.30
F  15.49045  14.55235  7.06548  -0.27
F  16.75902  15.59104  5.15506  -0.28
F  15.89493  13.07101  5.17054  -0.26
F  17.78517  15.11278  7.52697  -0.31
Cl  16.78972  12.47613  11.43092  0.53
C  16.92265  14.00770  10.45033  -0.59
C  17.17827  15.23504  11.41107  -0.58
Cl  18.73294  15.04492  12.33329  0.53
H  15.92309  14.05296  10.01798  0.03
H  17.63903  13.74373  9.67237  0.02
H  16.39034  15.23367  12.16425  0.06
H  17.15666  16.01599  10.65097  0.08
Cl  21.33445  16.34711  9.33364  0.58
C  20.72094  14.73038  9.49936  -0.76
C  20.82625  13.80103  8.28293  -0.63
Cl  20.29941  12.26097  8.88467  0.70
H  19.65190  14.77470  9.70744  0.01
H  21.24800  14.32695  10.36397  0.05
H  21.85056  13.70215  7.92360  0.07
H  20.22308  14.09740  7.42477  0.06
C  13.34608  12.85067  8.82343  -0.04
C  14.31841  11.59881  8.48362  -0.42
C  13.92147  10.17493  9.15411  -0.04
O  14.49800  11.18850  7.15968  -0.05
H  12.89487  13.33238  7.95599  0.07
H  13.73537  13.59638  9.51659  0.03
H  12.47197  12.52923  9.38975  0.06
H  15.23057  11.93595  8.97596  0.07
H  12.98589  9.81353  8.72727  0.07
H  13.66395  10.39268  10.19063  0.05
H  14.68521  9.39806  9.18956  0.06
H  15.04677  11.82905  6.70127  0.03
O  14.72796  16.33937  1.31789  -0.02
C  14.00241  16.03301  2.28974  -0.59
N  14.44794  15.61277  3.45375  0.17
C  12.46118  16.07359  2.10507  -0.01
H  15.38313  15.69605  3.82602  0.07
H  13.73379  15.75956  4.15271  0.11
H  12.21402  17.08566  2.42558  0.08
H  11.97941  15.28705  2.68589  0.07
H  12.30065  15.98010  1.03102  0.07
O  19.28616  9.09545  4.29945  -0.02
C  19.45823  10.27756  4.64072  -0.62
N  18.54466  11.12840  4.17300  0.17
C  20.59180  10.63423  5.48838  -0.01
H  17.79266  10.68483  3.66521  0.12
H  18.57292  12.09345  4.46961  0.04
H  20.77143  11.70789  5.43281  0.07
H  21.52445  10.18073  5.15282  0.09
H  20.36089  10.39349  6.52608  0.07
O  12.93770  18.60322  8.89782  0.02
C  13.33945  17.80279  9.73345  -0.63
N  13.21021  18.02924  11.02150  0.16
C  13.59326  16.43235  9.20500  -0.02
H  13.22704  17.25947  11.67516  0.11
H  12.99442  18.98225  11.27703  0.12
H  14.64980  16.48795  8.94283  0.09
H  12.99165  16.04751  8.38156  0.09
H  13.43371  15.72128  10.01557  0.06
O  18.28258  8.24668  8.47434  0.03
C  18.25321  9.26922  9.14099  -0.68
N  17.75473  10.38925  8.66402  0.15
C  18.62834  9.29481  10.57525  -0.02
H  17.26239  10.37309  7.78230  0.12
H  18.25405  11.07904  9.20713  -0.02
H  19.14333  10.22591  10.81177  0.05
H  19.32260  8.45465  10.55939  0.09
H  17.73291  9.15875  11.18171  0.09

## Properties
- Kohn-Sham gap: 8.458 eV
- Net charge: -1
- Energy: -159576.8885 eV

---

2.
# C9H36AsF6N18O9Tl

A molecular structure, C9H36AsF6N18O9Tl at a distorted geometry (ωB97M-V/def2-TZVPD, the OMol25 dataset).

Last column: Löwdin charge in e.
Positions of all 80 atoms, in Å:
Tl  13.56316  6.75916  23.81037  1.46
As  17.61837  8.10364  21.68675  0.93
F  16.06263  7.46413  22.37369  -0.30
F  18.30700  8.03571  23.28915  -0.24
F  19.11494  8.68517  20.95176  -0.23
F  16.79721  8.12363  20.09205  -0.28
F  17.10136  9.81081  21.94462  -0.26
F  18.12195  6.42390  21.29878  -0.26
C  13.52853  8.88199  20.17537  -0.68
O  13.67833  8.38757  21.28560  0.03
N  14.51160  9.41070  19.49258  0.21
N  12.37586  8.96612  19.53334  0.20
H  15.39285  9.37935  19.98313  0.09
H  14.45208  9.56097  18.49869  0.13
H  11.50717  8.74838  19.98785  0.07
H  12.32936  9.47089  18.66281  0.12
C  14.59409  5.24609  20.14502  -0.63
O  14.31433  5.60574  21.29985  0.00
N  13.92946  4.35245  19.42745  0.18
N  15.59232  5.74435  19.42161  0.21
H  13.20556  3.75019  19.78499  0.12
H  14.36005  4.13734  18.54361  0.12
H  16.21074  6.46512  19.76315  0.06
H  15.60179  5.43455  18.46455  0.12
C  10.69666  6.29439  20.85206  -0.74
O  11.48636  6.17274  21.76191  0.01
N  9.54299  6.94171  21.09537  0.18
N  10.89937  5.74830  19.70084  0.22
H  9.36976  7.17828  22.05863  0.11
H  8.88397  6.70359  20.36925  0.12
H  11.63630  5.09699  19.49150  0.10
H  10.09285  5.91261  19.11637  0.12
C  12.02850  9.01143  26.90719  -0.70
O  12.71163  8.44967  26.05280  -0.02
N  12.50018  9.45018  28.02907  0.19
N  10.69533  9.13804  26.91668  0.18
H  11.84483  9.72414  28.74244  0.13
H  13.41725  9.12674  28.29956  0.13
H  10.13793  8.46687  26.41023  0.07
H  10.20289  9.92320  27.31085  0.12
C  16.84367  4.20286  23.96454  -0.69
O  15.76624  4.76263  23.78279  0.01
N  17.18031  3.53877  25.04860  0.20
N  17.76125  4.26149  23.03447  0.21
H  16.48943  3.38900  25.76686  0.13
H  18.15133  3.46400  25.30762  0.12
H  18.66297  3.81668  23.10394  0.13
H  17.55853  4.72937  22.16413  0.09
C  10.99678  9.86426  23.08377  -0.73
O  11.57001  8.98806  23.64122  0.03
N  10.94057  11.08155  23.55860  0.20
N  10.23595  9.75812  21.98391  0.18
H  10.38915  11.78952  23.10425  0.12
H  11.44929  11.16600  24.42571  0.12
H  9.79958  10.60590  21.66078  0.12
H  10.38013  8.97731  21.36738  0.05
C  16.60146  7.42909  26.55277  -0.68
O  15.60995  7.04530  25.94136  -0.03
N  16.74763  7.32518  27.87167  0.16
N  17.70491  8.02416  26.05240  0.18
H  17.54309  7.72920  28.33543  0.11
H  16.12156  6.67155  28.31616  0.12
H  17.84929  7.84660  25.06920  0.07
H  18.43136  8.17952  26.72966  0.11
C  14.90574  10.59115  24.24388  -0.70
O  14.65196  9.49579  23.79794  0.07
N  15.60087  11.48796  23.65829  0.22
N  14.50209  10.98738  25.46204  0.20
H  16.12869  11.18573  22.85237  0.10
H  15.86636  12.35828  24.08908  0.14
H  14.08198  10.38003  26.14696  0.08
H  15.02489  11.81617  25.69406  0.11
C  9.68360  6.10611  25.00267  -0.76
O  10.77965  6.16542  24.54346  0.01
N  8.81386  7.12904  25.08658  0.14
N  9.14576  5.10253  25.60152  0.20
H  8.21972  7.28185  25.88452  0.12
H  8.98742  7.87010  24.42388  0.10
H  9.63186  4.21924  25.62252  0.14
H  8.18296  5.23637  25.86075  0.12

## Properties
- Kohn-Sham gap: 3.646 eV
- Net charge: +2
- Energy: -136994.6397 eV

---

3.
# C4H10N2OS

A gas-phase ion, C4H10N2OS (charge -2) at a distorted geometry (ωB97M-V/def2-TZVPD, the OMol25 dataset).

Last column: Löwdin charge in e.
Positions of all 18 atoms, in Å:
N  -1.72102  -1.51328  -0.11448  -0.07
C  -0.56228  -0.76713  -0.72206  -0.48
C  -1.11172  0.37671  -1.51554  -0.79
S  -2.80220  0.44558  -2.07510  0.08
C  0.22443  -0.16743  0.43359  -0.34
N  1.26239  0.82473  0.21142  -0.08
C  2.07734  0.85869  1.61321  -0.56
O  3.16894  0.08897  1.71432  -0.40
H  -2.19603  -2.10721  -0.83135  0.03
H  -2.56770  -0.87683  -0.11587  -0.01
H  0.04485  -1.44912  -1.40670  0.14
H  -0.41200  0.41843  -2.28354  0.01
H  -1.13634  1.33412  -0.96007  0.02
H  0.33740  -1.01346  1.21485  0.11
H  -0.49230  0.53950  1.04386  0.13
H  2.11674  0.56851  -0.46094  0.12
H  2.41640  1.85047  1.87534  0.04
H  1.35311  0.58874  2.37906  0.05

## Properties
- ΔE to the lowest compared entry with this formula, charge and spin: 43.6 kcal/mol
- Kohn-Sham gap: 5.706 eV
- Net charge: -2
- Energy: -20169.3061 eV
- SMILES string: N[C@@H](C[S-])CNC[O-]

---

4.
# C36H32CeClP2

A molecular structure, C36H32CeClP2 at a distorted geometry (ωB97M-V/def2-TZVPD, the OMol25 dataset).

Last column: Löwdin spin population.
Positions of all 72 atoms, in Å:
C  0.71209  -0.95370  -1.81463  0.00
C  -0.31669  -1.37028  -0.97920  0.00
C  -1.60369  -1.51912  -1.48625  0.00
C  -1.85422  -1.27838  -2.83563  0.00
C  -0.81941  -0.88339  -3.68177  0.00
C  0.46653  -0.71527  -3.16763  0.00
P  -0.00354  -1.72280  0.73518  0.00
C  -1.29477  -2.88583  1.24531  0.00
C  -2.37012  -2.48833  2.02962  0.00
C  -3.39421  -3.40280  2.32467  0.00
C  -3.31985  -4.70459  1.83811  0.00
C  -2.22908  -5.10002  1.06008  0.00
C  -1.21372  -4.18635  0.76105  0.00
Ce  -0.03495  0.00913  2.41326  1.00
P  -0.00765  1.65257  0.62733  0.00
C  -1.35836  1.70815  -0.52053  0.00
C  -1.17665  2.08477  -1.84612  0.00
C  -2.28392  2.17408  -2.69946  0.00
C  -3.56200  1.88606  -2.22631  0.00
C  -3.73973  1.48855  -0.90230  0.00
C  -2.63145  1.38900  -0.05435  0.00
C  -0.26492  3.05152  1.78652  0.00
C  0.57929  3.16409  2.88762  0.00
C  0.41718  4.21411  3.79800  0.00
C  -0.58947  5.15290  3.59292  0.00
C  -1.43274  5.04487  2.48640  0.00
C  -1.27996  3.99743  1.58104  0.00
C  1.56063  1.98830  -0.13947  0.00
C  2.62874  1.11193  0.00824  0.00
C  3.87033  1.40769  -0.57243  0.00
C  4.03241  2.59516  -1.28392  0.00
C  2.96878  3.49127  -1.40256  0.00
C  1.72988  3.19008  -0.81969  0.00
C  1.57383  -2.58357  0.83286  0.00
C  1.98033  -3.36176  -0.24864  0.00
C  3.17509  -4.08730  -0.17632  0.00
C  3.95417  -4.03678  0.98091  0.00
C  3.54090  -3.26520  2.06476  0.00
C  2.34627  -2.53525  1.98590  0.00
H  1.37864  2.42649  3.04673  0.00
H  1.07760  4.28800  4.65881  0.00
H  -0.71885  5.97320  4.29799  0.00
H  -2.21823  5.78191  2.32497  0.00
H  -1.94215  3.90880  0.72573  0.00
H  -0.18575  2.29476  -2.23276  0.00
H  -2.13826  2.46168  -3.74048  0.00
H  -4.42007  1.95922  -2.89329  0.00
H  -4.73214  1.24655  -0.52731  0.00
H  -2.76094  1.05371  0.97920  0.00
H  2.50010  0.19437  0.59321  0.00
H  4.70169  0.71592  -0.45606  0.00
H  4.99486  2.83186  -1.73438  0.00
H  3.10144  4.42916  -1.93788  0.00
H  0.91745  3.90867  -0.89019  0.00
H  1.38676  -3.40433  -1.15776  0.00
H  3.49156  -4.68979  -1.02494  0.00
H  4.88407  -4.60036  1.03468  0.00
H  4.13889  -3.22410  2.97157  0.00
H  2.02041  -1.92901  2.84192  0.00
H  -2.40567  -1.46768  2.43140  0.00
H  -4.23203  -3.09091  2.94304  0.00
H  -4.10664  -5.41916  2.07209  0.00
H  -2.16200  -6.12031  0.68931  0.00
H  -0.36571  -4.50368  0.16288  0.00
H  -2.41772  -1.83427  -0.83502  0.00
H  -2.86444  -1.39595  -3.22665  0.00
H  -1.01440  -0.69810  -4.73639  0.00
H  1.28185  -0.40042  -3.81863  0.00
H  1.72280  -0.82357  -1.43001  0.00
H  -0.08313  0.12914  -6.80978  0.00
H  0.66725  0.12721  -6.75895  0.00
Cl  1.74744  0.15002  4.25444  -0.01

## Properties
- Spin multiplicity: 2
- Kohn-Sham gap (spin up / spin down): 7.547 / 7.635 eV
- Expectation value of S²: 0.75
- Net charge: +2
- Energy: -81864.2385 eV